Record 1
{
  "formula": "C4H6ClF2N3",
  "method": "the ωB97M-V functional and the def2-TZVPD basis",
  "e_tot_ha": -980.1981,
  "orbital_gap_ha": 0.3725,
  "smiles": "N[C@]1(Cl)N=CCC(F)(F)N1",
  "homo_ev": -9.66,
  "total_charge": 0,
  "relative_energy_kcal_mol": 2.9,
  "species": ["H", "H", "H", "C", "F", "C", "F", "H", "H", "C", "N", "N", "N", "C", "H", "Cl"],
  "coordinates": [[0.94476, -0.75400, 1.98446], [-0.05876, 2.07846, 1.95747], [-2.27733, 1.16579, -1.65789], [-0.06569, 1.16528, 1.23663], [2.09439, -1.67334, 0.16541], [1.35606, -0.49331, -0.08486], [2.33332, 0.22921, -0.85385], [2.01439, 0.52431, 1.76399], [-2.12461, -0.54044, -2.06994], [1.10352, 0.13253, 1.30454], [0.21870, -0.73488, -0.81138], [-0.99640, 1.05817, 0.44946], [-1.82639, 0.23758, -1.54117], [-1.04349, -0.01935, -0.42132], [0.34019, -0.99607, -1.83224], [-2.01268, -1.37995, 0.41070]],
  "forces_ev_per_a": [[-0.7, 0.9, -0.7], [0.1, -1.7, -1.2], [0.6, -1.5, 0.4], [3.4, 0.5, 3.3], [-0.7, 0.5, -0.3], [2.1, -0.3, 0.3], [-1.2, -0.3, 0.9], [0.0, 0.4, -0.7], [-0.5, -0.4, -0.4], [-0.5, -0.3, 0.1], [-0.4, 1.0, -0.9], [-1.8, 0.9, -1.3], [0.4, 2.7, -0.6], [-0.3, -2.9, -1.8], [-0.3, 0.7, 1.9], [-0.2, -0.4, 1.1]],
  "lowdin_charge": [0.144, 0.149, 0.120, -0.116, 0.018, -0.525, 0.008, 0.119, 0.059, -0.029, 0.088, 0.068, 0.032, -0.874, 0.181, 0.557]
}

Record 2
{
  "formula": "C4H6ClFO",
  "method": "the ωB97M-V functional and the def2-TZVPD basis",
  "e_tot_ha": -791.2806,
  "orbital_gap_ha": 0.3740,
  "homo_ev": -9.50,
  "total_charge": 0,
  "relative_energy_kcal_mol": 0.0,
  "species": ["H", "H", "H", "C", "F", "H", "H", "C", "C", "O", "C", "H", "Cl"],
  "coordinates": [[-0.26610, -1.44330, 0.62943], [1.07177, 0.80074, -0.99829], [-0.38307, 1.63630, -1.56544], [-0.62649, 0.63722, 0.30602], [-0.51961, 1.82007, 0.98231], [0.80792, -0.32941, 1.49250], [-0.28835, -0.13209, -1.65457], [-0.01572, 0.73817, -1.06663], [-2.55948, 0.63738, -0.12212], [-3.15013, 1.59119, -0.46499], [-0.21989, -0.50960, 1.17686], [-0.84301, -0.56829, 2.06560], [-3.18952, -0.95579, 0.02448]],
  "forces_ev_per_a": [[0.0, -0.1, 0.0], [0.1, 0.0, 0.0], [0.0, -0.1, 0.0], [-3.4, 0.4, -1.1], [0.2, 0.0, 0.0], [0.1, 0.0, 0.0], [0.0, -0.1, -0.1], [0.0, 0.3, 0.3], [3.9, 0.6, 0.8], [0.0, -0.1, 0.0], [-0.2, 0.3, 0.0], [-0.1, 0.0, 0.0], [-0.7, -1.0, 0.0]],
  "lowdin_charge": [0.078, 0.091, 0.092, -0.467, 0.018, 0.094, 0.089, -0.037, -0.730, 0.056, -0.057, 0.085, 0.688]
}

Record 3
{
  "formula": "C4H6ClIrN2O3",
  "method": "the ωB97M-V functional and the def2-TZVPD basis",
  "multiplicity": 2,
  "e_tot_ha": -1055.4737,
  "orbital_gap_ha": [0.2468, 0.2741],
  "homo_ev": [-12.33, -13.04],
  "total_charge": 1,
  "relative_energy_kcal_mol": 0.0,
  "species": ["C", "Cl", "C", "N", "C", "Ir", "O", "O", "H", "N", "H", "H", "H", "O", "H", "H", "C"],
  "coordinates": [[-0.79239, -1.95272, 2.48616], [0.00870, 2.38926, -0.22785], [0.32055, -2.05517, -1.32829], [1.81145, -0.18674, -0.82050], [-1.66165, -1.90552, -0.12871], [0.15865, 0.25875, 0.43575], [0.20250, -3.21165, -1.53492], [-1.37232, -2.82593, 2.94870], [2.55865, -0.56766, -0.24774], [-0.64561, -1.29217, -0.50093], [2.23357, -1.72406, -2.25856], [0.95076, -0.56985, -2.68593], [2.15978, 0.67088, -1.24434], [-0.09114, -1.05095, 2.29507], [-2.51668, -1.33914, 0.23037], [-1.82277, -2.90432, -0.53242], [1.39896, -1.14482, -1.87220]],
  "forces_ev_per_a": [[0.0, -1.1, 2.5], [0.2, 0.4, 0.1], [0.6, 0.3, -0.4], [-0.1, -0.2, 0.0], [-3.1, -0.9, -1.4], [-0.4, 0.7, -1.1], [-0.2, -0.2, 0.0], [-0.7, -0.4, -0.8], [0.1, 0.0, -0.1], [2.9, 0.5, 0.9], [-0.1, -0.1, 0.0], [0.0, -0.1, 0.0], [-0.1, 0.1, 0.1], [0.8, 1.2, -1.1], [0.2, -0.2, 0.9], [-0.1, -0.1, 0.2], [0.0, 0.2, 0.2]],
  "lowdin_charge": [-0.414, -0.104, -0.390, -0.102, 0.042, 0.895, 0.198, 0.298, 0.118, -0.151, 0.146, 0.151, 0.093, 0.063, 0.131, 0.129, -0.103]
}

Record 4
{
  "formula": "C4H6ClN",
  "method": "the ωB97M-V functional and the def2-TZVPD basis",
  "e_tot_ha": -670.9244,
  "orbital_gap_ha": 0.3688,
  "smiles": "ClC1=CCNC1",
  "homo_ev": -9.04,
  "total_charge": 0,
  "relative_energy_kcal_mol": 15.2,
  "species": ["N", "H", "H", "C", "Cl", "H", "H", "C", "H", "C", "H", "C"],
  "coordinates": [[1.05751, 0.69575, -0.01331], [-0.90529, -2.14295, -0.06890], [-0.50370, 1.80412, 1.07533], [-0.41391, -1.14056, -0.06027], [-2.83934, -0.03748, 0.01137], [1.68643, -1.29801, -0.62215], [1.45365, -1.18242, 1.11071], [-0.26798, 1.23982, 0.12502], [-0.51207, 1.96020, -0.70826], [-1.13190, -0.00098, 0.01026], [1.31370, 0.90924, -0.97834], [1.06291, -0.80674, 0.11854]],
  "forces_ev_per_a": [[1.5, -0.4, -0.6], [0.7, 0.9, -0.1], [0.5, -0.7, -0.7], [-0.7, 0.4, 0.7], [-0.5, 0.4, 0.0], [0.2, 0.3, -0.3], [-0.5, 0.7, -0.8], [-1.9, 0.5, 0.0], [0.3, -0.6, 0.8], [0.9, -1.5, -0.2], [0.3, -0.2, 0.5], [-0.9, 0.1, 0.6]],
  "lowdin_charge": [-0.069, 0.114, 0.124, -0.112, 0.661, 0.098, 0.118, -0.249, 0.128, -0.729, 0.104, -0.188]
}

Record 5
{
  "formula": "C4H6ClN",
  "method": "the ωB97M-V functional and the def2-TZVPD basis",
  "e_tot_ha": -670.8515,
  "orbital_gap_ha": 0.3586,
  "smiles": "ClC1=CCNC1",
  "homo_ev": -8.80,
  "total_charge": 0,
  "relative_energy_kcal_mol": 60.9,
  "species": ["N", "Cl", "H", "C", "H", "H", "C", "H", "C", "H", "C", "H"],
  "coordinates": [[0.06767, -0.28900, 1.15177], [-1.67767, 0.57835, -2.14993], [-1.48135, -1.69962, 0.46278], [-1.17619, -0.66391, 0.39420], [2.25014, -0.66807, 0.46619], [-2.16675, -0.01646, 0.31533], [1.28927, -0.00544, 0.31671], [-0.07043, 0.54616, 1.60563], [-0.64437, -0.06272, -0.95842], [1.32223, 0.93791, -1.53283], [0.66363, 0.28398, -0.95176], [1.62381, 1.05883, 0.88032]],
  "forces_ev_per_a": [[-0.4, -3.2, 1.1], [-0.7, -0.2, -0.7], [0.3, -0.2, -0.3], [0.8, 3.1, -2.9], [-2.2, 0.7, -0.6], [1.9, -0.9, 1.9], [0.6, 1.8, 3.9], [-0.8, 1.8, 1.5], [1.9, 0.0, -0.3], [-1.1, -0.4, -1.0], [0.0, 0.2, -0.9], [-0.2, -2.5, -1.9]],
  "lowdin_charge": [-0.083, 0.664, 0.091, -0.152, 0.134, 0.128, -0.225, 0.047, -0.703, 0.114, -0.175, 0.161]
}

Record 6
{
  "formula": "C4H6ClN",
  "method": "the ωB97M-V functional and the def2-TZVPD basis",
  "e_tot_ha": -670.7448,
  "orbital_gap_ha": 0.3233,
  "homo_ev": -9.20,
  "total_charge": 0,
  "relative_energy_kcal_mol": 127.9,
  "species": ["H", "C", "H", "H", "Cl", "C", "N", "H", "H", "C", "C", "H"],
  "coordinates": [[2.10833, -0.08690, -1.00348], [-2.33130, -0.34014, -0.39416], [-3.34057, -0.14918, 0.01167], [3.15710, 2.26138, 0.16181], [2.06224, 0.08935, 1.31102], [-1.28694, -1.14742, 0.35280], [2.74285, 1.73728, -0.57882], [-0.34279, -1.47913, -0.22399], [-2.04548, 0.11494, -1.31449], [2.32905, 0.60438, -0.27210], [-1.37652, 0.25448, 0.75900], [-1.67597, -1.85904, 1.19072]],
  "forces_ev_per_a": [[-0.9, -1.5, -1.5], [1.2, 1.0, 2.7], [0.4, -0.6, -0.7], [-0.3, 0.6, 0.9], [0.0, -0.8, 1.5], [-0.2, -1.5, 0.3], [0.7, -0.3, -1.4], [-1.7, 0.4, 1.2], [-0.2, 0.1, -0.7], [0.6, 2.1, 0.5], [-0.6, -0.5, -1.2], [1.0, 1.1, -1.6]],
  "lowdin_charge": [0.033, -0.201, 0.091, 0.034, 0.648, -0.300, 0.049, 0.119, 0.068, -0.749, 0.075, 0.134]
}

Record 7
{
  "formula": "C4H6ClNO",
  "method": "the ωB97M-V functional and the def2-TZVPD basis",
  "e_tot_ha": -746.1567,
  "orbital_gap_ha": 0.4221,
  "smiles": "CC[C@@](O)(Cl)C#N",
  "homo_ev": -11.07,
  "total_charge": 0,
  "relative_energy_kcal_mol": 44.3,
  "species": ["C", "C", "C", "H", "N", "C", "H", "O", "H", "H", "Cl", "H", "H"],
  "coordinates": [[-0.43132, 0.39479, -0.49073], [1.95504, 0.71208, -0.18423], [-1.58776, -0.51018, -0.18777], [-2.07790, -0.45560, 0.86611], [2.80648, 1.30852, -0.61228], [0.79975, 0.02036, 0.24607], [-0.73035, 1.42833, -0.31355], [0.45769, 0.05112, 1.61874], [-1.22999, -1.58879, -0.56051], [1.14302, 0.26623, 2.24928], [1.50138, -1.72732, -0.25737], [-0.13053, 0.38482, -1.54791], [-2.47549, -0.28438, -0.82585]],
  "forces_ev_per_a": [[-0.5, 0.2, -1.3], [-1.2, 0.1, 1.0], [-1.5, -2.5, -0.5], [1.6, -0.4, -1.6], [2.5, 1.7, -1.1], [-0.3, -1.6, 2.5], [0.5, 0.2, 0.5], [-0.1, -0.1, -1.4], [-1.1, 2.0, 1.5], [0.8, -0.1, -0.2], [-1.0, 0.6, 0.4], [-0.5, -0.3, 0.0], [0.8, 0.0, 0.1]],
  "lowdin_charge": [-0.269, -0.316, -0.123, 0.110, 0.205, -0.738, 0.134, 0.002, 0.101, 0.112, 0.578, 0.130, 0.074]
}

Record 8
{
  "formula": "C4H6ClNO3",
  "method": "the ωB97M-V functional and the def2-TZVPD basis",
  "e_tot_ha": -896.6865,
  "orbital_gap_ha": 0.3217,
  "smiles": "C/C(O)=C(/N)Cl.O=C=O",
  "homo_ev": -8.37,
  "total_charge": 0,
  "relative_energy_kcal_mol": 0.0,
  "species": ["H", "C", "O", "N", "H", "H", "O", "H", "C", "C", "C", "H", "O", "Cl", "H"],
  "coordinates": [[1.34000, -1.03780, 1.58479], [-2.92238, -0.65999, -0.18519], [1.76680, -0.96831, 0.75533], [-0.09969, 1.03591, 1.71027], [0.26239, 1.78777, 2.33602], [1.90374, 0.03791, -1.99803], [-2.53717, -0.38246, 0.89900], [1.62377, -1.59500, -1.73039], [1.04155, -0.19052, -0.09086], [0.39959, 0.89671, 0.40770], [1.22262, -0.61225, -1.49777], [0.27315, -0.66901, -2.01338], [-3.19461, -0.86632, -1.27737], [0.03513, 2.19416, -0.72039], [-1.11489, 1.02919, 1.82028]],
  "forces_ev_per_a": [[-0.7, 0.2, 1.7], [1.7, 1.2, 2.6], [0.2, -1.1, -1.1], [0.7, 0.5, 1.5], [-0.1, -0.8, -1.2], [0.2, 0.8, -0.7], [-1.2, -0.8, -1.8], [0.3, -0.3, 1.2], [0.4, 0.6, 1.2], [-0.5, -0.4, -0.6], [-0.3, 0.0, -0.9], [-0.3, 0.7, -0.2], [-0.6, -0.5, -0.9], [-0.4, 0.1, -0.4], [0.5, -0.2, -0.5]],
  "lowdin_charge": [0.078, -0.383, 0.053, 0.005, 0.103, 0.074, 0.163, 0.088, -0.400, -0.725, -0.045, 0.077, 0.232, 0.621, 0.058]
}

Record 9
{
  "formula": "C4H6CrO7",
  "method": "the ωB97M-V functional and the def2-TZVPD basis",
  "multiplicity": 5,
  "e_tot_ha": -1726.5014,
  "orbital_gap_ha": [0.3642, 0.3815],
  "homo_ev": [-19.64, -19.71],
  "total_charge": 2,
  "relative_energy_kcal_mol": 0.0,
  "species": ["O", "O", "O", "H", "O", "C", "O", "O", "H", "H", "C", "H", "C", "H", "H", "Cr", "O", "C"],
  "coordinates": [[4.42258, -0.34714, 0.33062], [-3.42464, -0.29438, -0.56441], [2.60187, 0.98003, 0.48925], [0.64083, -0.92140, -1.39457], [2.56164, -0.84814, -0.69845], [0.93245, 0.72120, 0.02301], [0.76572, 1.58971, -1.01214], [-2.17477, 0.95229, -1.89777], [0.56820, 2.48278, -0.70099], [0.87006, -1.44775, 0.31877], [-2.35722, 0.33462, -0.76869], [4.47225, -0.78174, 1.19758], [3.23027, -0.00193, 0.01461], [0.61089, 1.03736, 1.01790], [-1.22705, 1.17473, -2.01092], [-2.88376, -0.50609, 1.31753], [-1.44033, 0.26130, 0.14086], [1.14693, -0.71859, -0.44691]],
  "forces_ev_per_a": [[1.0, 0.5, -0.5], [-0.6, 0.1, 1.2], [-0.5, -0.4, -0.3], [0.0, 0.1, 0.3], [-0.6, -0.7, -0.4], [2.6, 2.0, -0.8], [-0.5, -1.3, 1.0], [0.3, -0.3, 0.5], [0.1, 0.3, 0.1], [0.1, 0.1, -0.1], [0.7, -0.2, -1.6], [0.3, 0.1, 0.1], [-1.1, -0.3, 1.4], [-0.4, -0.5, -0.5], [-0.3, 0.2, 0.0], [-0.2, -0.1, -0.8], [-0.8, 0.0, 0.9], [-0.2, 0.4, -0.3]],
  "lowdin_charge": [0.276, 0.033, 0.194, 0.164, 0.162, -0.133, 0.106, 0.256, 0.161, 0.159, -0.692, 0.196, -0.487, 0.170, 0.151, 1.392, -0.099, -0.008]
}